Computed, not measured: a molecular structure, C2H5N3OS, with ωB97M-V/def2-TZVPD.

Results
Kohn-Sham gap ... 0.30654 Ha
Energy relative to the best compared isomer or geometry (same formula, charge and spin) ... 180.87 kcal/mol
E_tot ... -716.6525 Ha
E_HOMO ... -8.382 eV

XYZ file:
```
12
Properties=species:S:1:pos:R:3:lowdin_charge:R:1
C 0.428 -0.254 0.105 -0.364
C -2.124 -0.929 0.033 -0.246
H 3.782 0.672 0.028 -0.088
H 0.562 -1.438 -0.256 0.147
H -0.568 1.984 0.545 0.301
H -2.012 -1.971 -0.257 0.106
H -3.568 0.629 0.691 0.182
N 1.380 0.594 0.280 -0.404
N -0.999 0.045 -0.167 -0.213
N -3.299 -0.442 0.105 0.018
O -1.412 1.360 -0.285 -0.128
S 2.732 -0.315 -0.051 0.688
```

Computed, not measured: a molecular structure, C3H9AlO2, with ωB97M-V/def2-TZVPD.

Results
Kohn-Sham gap ... 0.12138 Ha
E_tot ... -511.7177 Ha
Net charge ... +2
E_HOMO ... -18.677 eV

XYZ file:
```
15
Properties=species:S:1:pos:R:3:lowdin_charge:R:1
Al -1.577 -1.831 2.061 1.508
O 0.611 2.414 1.418 -0.027
H -0.330 2.090 1.556 0.064
C -0.320 0.686 -0.918 0.032
C -0.417 -0.805 -0.493 -0.332
C 0.835 -1.601 -0.670 0.015
O -0.701 -0.842 0.978 -0.228
H -1.214 1.209 -0.751 0.076
H -0.276 0.923 -2.048 0.175
H 0.563 1.108 -0.438 0.083
H -1.309 -1.240 -0.848 0.146
H 0.854 -2.315 0.192 0.109
H 1.683 -0.938 -0.551 0.118
H 0.981 -2.027 -1.630 0.107
H 0.618 3.170 2.140 0.151
```

Computed, not measured: 2 unconnected molecules or ions with the total composition C28H32N2O3S, with ωB97M-V/def2-TZVPD.

Results
Kohn-Sham gap ... 0.25446 Ha
Energy relative to the best compared isomer or geometry (same formula, charge and spin) ... 570.97 kcal/mol
E_tot ... -1818.7158 Ha
E_HOMO ... -8.383 eV

XYZ file:
```
66
Properties=species:S:1:pos:R:3:lowdin_charge:R:1
C -2.937 2.690 3.164 -0.207
C -1.781 3.025 2.014 -0.521
S -0.132 3.137 2.895 0.776
C 0.868 1.555 2.733 -0.448
C 0.649 0.745 1.323 -0.085
C -0.400 -0.507 1.102 -0.059
C -1.277 -1.035 2.384 -0.142
C -0.181 -1.755 3.420 -0.203
C -0.546 -3.322 3.760 -0.179
C -0.313 -3.669 5.378 -0.240
O 1.063 -3.306 5.829 -0.147
C -0.516 -1.222 -0.376 -0.065
C -1.521 -2.518 -0.646 -0.187
C -3.054 -2.087 -1.061 -0.260
N -3.983 -2.940 -0.187 -0.070
C 0.371 -0.736 -1.706 0.041
C 1.419 0.506 -1.494 -0.029
C 1.545 1.211 0.018 0.022
C 2.684 2.432 0.108 -0.197
O 2.516 3.554 0.819 -0.049
C 4.089 2.114 -0.741 -0.020
C 5.578 2.464 -0.087 0.007
C 6.944 2.075 -0.969 -0.049
C 6.789 1.380 -2.480 -0.054
C 5.300 1.021 -3.144 -0.001
C 3.969 1.397 -2.247 -0.029
C 2.401 1.068 -2.726 -0.199
O 1.939 1.265 -3.966 -0.041
H -2.542 3.038 4.230 0.067
H -3.117 1.525 3.264 0.051
H -3.994 3.158 2.896 0.079
H -1.806 2.255 1.112 0.087
H -2.115 4.066 1.535 0.092
H 2.014 1.889 2.768 0.096
H 0.694 0.921 3.702 0.067
H -2.064 -1.889 2.109 0.090
H -1.798 -0.195 3.011 0.097
H 0.905 -1.618 2.948 0.128
H -0.155 -1.150 4.436 0.100
H -1.649 -3.594 3.407 0.112
H 0.214 -4.004 3.159 0.121
H -1.117 -3.111 6.048 0.126
H -0.427 -4.835 5.586 0.129
H 0.984 -2.330 6.050 0.088
H -1.586 -3.150 0.354 0.094
H -0.998 -3.237 -1.435 0.120
H -3.196 -2.320 -2.207 0.104
H -3.153 -0.927 -0.835 0.125
H -3.576 -3.921 -0.244 0.071
H -3.846 -2.693 0.839 0.058
H 0.252 -1.292 -2.755 0.121
H 5.615 2.937 0.991 0.099
H 8.018 2.290 -0.502 0.090
H 7.733 1.076 -3.128 0.085
H 5.215 0.503 -4.211 0.107
C -2.292 1.201 -6.198 -0.078
C -3.100 0.094 -5.961 -0.079
C -3.151 -0.417 -4.674 -0.155
N -2.458 0.096 -3.634 0.059
C -1.681 1.169 -3.895 -0.150
C -1.568 1.753 -5.147 -0.067
H -2.228 1.631 -7.194 0.105
H -3.677 -0.360 -6.759 0.100
H -3.769 -1.278 -4.438 0.093
H -1.132 1.561 -3.043 0.096
H -0.929 2.616 -5.298 0.106
```